Here is 2 unconnected molecules or ions with the total composition C5H14 from the OMol25 dataset. Energies are from wB97M-V/def2-TZVPD.

E_tot   -198.88062 Ha
LUMO level   1.14 eV
HOMO   -11.29 eV
Frontier orbital gap   12.44 eV

```
19
Properties=species:S:1:pos:R:3:nbo_charge:R:1
C -1.3765 1.5485 0.1281 -0.604
C -1.0033 0.4790 1.1388 -0.408
C -2.0915 0.1887 2.1786 -0.614
H -2.4078 1.4742 -0.2247 0.201
H -0.7871 1.4667 -0.7845 0.207
H -1.2451 2.5594 0.5127 0.204
H -0.7364 -0.4365 0.6175 0.198
H -0.0835 0.7632 1.6563 0.200
H -2.9571 0.8344 2.0292 0.202
H -2.4637 -0.8379 2.1839 0.209
H -1.7764 0.4109 3.1973 0.207
C 2.4478 -1.5624 -2.0249 -0.603
C 1.7881 -0.5470 -1.0841 -0.604
H 3.3335 -2.0515 -1.6172 0.201
H 1.7472 -2.3466 -2.3213 0.200
H 2.7692 -1.0476 -2.9301 0.200
H 1.0372 -0.0050 -1.6597 0.200
H 2.5475 0.1465 -0.7243 0.204
H 1.2579 -1.0372 -0.2716 0.202
```



Here is 2 unconnected molecules or ions with the total composition C5H14 in a non-equilibrium geometry from the OMol25 dataset. Energies are from wB97M-V/def2-TZVPD.

E_tot   -198.85125 Ha
LUMO level   1.16 eV
HOMO   -10.87 eV
Frontier orbital gap   12.03 eV

```
19
Properties=species:S:1:pos:R:3:nbo_charge:R:1
C 0.7769 0.5130 1.2560 -0.612
C -0.3508 -0.4759 1.5842 -0.402
C -1.2341 -0.0118 2.6583 -0.611
H 0.4613 1.5286 1.4973 0.205
H 1.1407 0.4396 0.2256 0.212
H 1.5974 0.3155 2.0266 0.203
H -0.8947 -0.6899 0.6372 0.194
H 0.0371 -1.5823 1.7803 0.191
H -0.6548 0.0251 3.5800 0.205
H -1.7064 0.9802 2.3528 0.203
H -2.1237 -0.6967 2.8761 0.212
C -0.3096 0.2744 -2.5981 -0.613
C 1.1304 -0.3490 -2.5434 -0.603
H -0.3233 1.2541 -3.0248 0.208
H -0.9948 -0.5483 -2.9495 0.207
H -0.7139 0.4144 -1.5860 0.197
H 1.6348 -0.0699 -1.6913 0.197
H 0.8878 -1.3673 -2.6411 0.206
H 1.6397 0.0462 -3.4402 0.202
```



Here is 2 unconnected molecules or ions with the total composition C5H14 in a non-equilibrium geometry from the OMol25 dataset. Energies are from wB97M-V/def2-TZVPD.

E_tot   -198.85517 Ha
LUMO level   1.16 eV
HOMO   -11.05 eV
Frontier orbital gap   12.21 eV

```
19
Properties=species:S:1:pos:R:3:nbo_charge:R:1
C 0.6727 0.1453 -1.2845 -0.626
C 1.3684 0.6075 0.0314 -0.401
C 2.8090 0.8166 -0.2525 -0.613
H 0.5304 0.8370 -2.1361 0.211
H -0.4359 -0.0456 -1.3112 0.207
H 1.1561 -0.7661 -1.6562 0.199
H 0.8367 1.5905 0.2668 0.196
H 1.1912 -0.1076 0.8540 0.203
H 3.2870 -0.1451 -0.3105 0.206
H 2.8986 1.5150 -1.0935 0.210
H 3.3789 1.3261 0.5260 0.208
C -2.1870 -0.1907 1.3287 -0.610
C -2.2560 -1.3038 0.2827 -0.605
H -2.3481 0.7993 0.7406 0.200
H -2.7969 -0.3103 2.2100 0.209
H -1.1975 -0.1203 1.7830 0.199
H -3.3105 -1.4310 0.0188 0.201
H -1.7656 -0.9854 -0.6622 0.203
H -1.8317 -2.2315 0.6647 0.203
```



Here is 2 unconnected molecules or ions with the total composition C5H14 in a non-equilibrium geometry from the OMol25 dataset. Energies are from wB97M-V/def2-TZVPD.

E_tot   -198.83538 Ha
LUMO level   1.02 eV
HOMO   -10.95 eV
Frontier orbital gap   11.97 eV

```
19
Properties=species:S:1:pos:R:3:nbo_charge:R:1
C 1.1636 -0.9668 1.7850 -0.619
C -0.1787 -1.0554 1.0910 -0.390
C -1.4012 -1.6554 1.8274 -0.614
H 1.1877 -0.1582 2.4987 0.201
H 1.9506 -0.6781 1.0269 0.210
H 1.5394 -1.8515 2.3334 0.208
H -0.5189 -0.0657 0.7614 0.202
H -0.0214 -1.6114 0.0421 0.184
H -1.2770 -2.6618 2.1781 0.200
H -1.5803 -1.0149 2.6831 0.205
H -2.2072 -1.8171 1.0418 0.214
C 0.2676 2.1694 -2.9202 -0.612
C 0.1046 1.4096 -1.5995 -0.621
H 1.2149 2.6588 -3.0007 0.207
H 0.0877 1.3541 -3.5866 0.203
H -0.5418 2.8079 -3.0649 0.198
H 0.7981 1.6129 -0.8320 0.201
H -0.9099 1.6577 -1.2290 0.218
H 0.5433 0.3585 -1.9539 0.206
```



Here is 2 unconnected molecules or ions with the total composition C5H14 in a non-equilibrium geometry from the OMol25 dataset. Energies are from wB97M-V/def2-TZVPD.

E_tot   -198.86993 Ha
LUMO level   1.11 eV
HOMO   -11.25 eV
Frontier orbital gap   12.35 eV

```
19
Properties=species:S:1:pos:R:3:nbo_charge:R:1
C -0.5416 -1.4175 -0.9089 -0.602
C -1.7307 -0.5085 -1.2022 -0.402
C -1.4615 0.4937 -2.3390 -0.614
H -0.1672 -1.7571 -1.8757 0.194
H -0.7923 -2.3193 -0.3544 0.212
H 0.3165 -0.8906 -0.5069 0.199
H -2.6404 -1.0952 -1.3578 0.200
H -1.9174 0.0799 -0.2972 0.193
H -0.5619 0.1615 -2.8618 0.198
H -2.2307 0.4473 -3.1053 0.213
H -1.2530 1.4859 -1.9388 0.210
C 1.2410 -0.0160 2.2011 -0.614
C 2.0067 1.3226 2.0229 -0.609
H 0.8559 -0.3641 1.2489 0.201
H 1.8489 -0.8098 2.6025 0.208
H 0.3722 0.2730 2.7790 0.206
H 2.9430 1.2815 2.5861 0.204
H 1.4027 2.1655 2.3201 0.203
H 2.3097 1.4671 0.9873 0.200
```



Here is 2 unconnected molecules or ions with the total composition C5H14 in a non-equilibrium geometry from the OMol25 dataset. Energies are from wB97M-V/def2-TZVPD.

E_tot   -198.84926 Ha
LUMO level   1.08 eV
HOMO   -11.24 eV
Frontier orbital gap   12.33 eV

```
19
Properties=species:S:1:pos:R:3:nbo_charge:R:1
C -0.3088 0.5316 1.5394 -0.614
C 1.0430 1.2301 1.9124 -0.406
C 2.0861 0.1755 2.2256 -0.623
H -0.9398 0.3240 2.4012 0.206
H -0.8345 1.0314 0.7237 0.210
H -0.1823 -0.4954 1.1963 0.193
H 1.5123 1.8086 1.1195 0.202
H 0.6727 1.8727 2.7057 0.208
H 1.9679 -0.6168 1.4662 0.205
H 3.0359 0.7488 2.2386 0.206
H 2.1934 -0.4385 3.1224 0.212
C -1.9486 -0.5262 -2.3975 -0.615
C -0.5634 -1.0729 -2.7961 -0.613
H -1.9545 0.5660 -2.4115 0.199
H -2.8935 -0.8613 -2.8221 0.210
H -2.1049 -0.8358 -1.3552 0.198
H -0.2229 -0.5535 -3.7198 0.197
H -0.7312 -2.0998 -3.0905 0.212
H 0.1732 -0.7885 -2.0584 0.213
```



Here is 2 unconnected molecules or ions with the total composition C5H14 in a non-equilibrium geometry from the OMol25 dataset. Energies are from wB97M-V/def2-TZVPD.

E_tot   -198.86884 Ha
LUMO level   1.16 eV
HOMO   -11.02 eV
Frontier orbital gap   12.19 eV

```
19
Properties=species:S:1:pos:R:3:nbo_charge:R:1
C 1.2735 -1.0742 0.9765 -0.614
C 2.3087 -0.1336 0.3499 -0.400
C 1.9233 0.4191 -1.0306 -0.609
H 0.4781 -0.4605 1.4376 0.201
H 1.7135 -1.7243 1.7257 0.215
H 0.6597 -1.5120 0.1871 0.206
H 2.6080 0.6769 1.0091 0.197
H 3.2324 -0.7149 0.2399 0.191
H 0.8773 0.1700 -1.2026 0.197
H 2.0700 1.4961 -1.0589 0.208
H 2.5264 -0.0150 -1.8224 0.208
C -2.5600 0.3738 0.6386 -0.618
C -2.3440 0.3393 -0.8539 -0.614
H -3.6282 0.2885 0.8519 0.202
H -2.2008 -0.4057 1.2875 0.209
H -2.2319 1.3098 1.0823 0.204
H -1.3163 0.5562 -1.1720 0.200
H -2.9749 1.0695 -1.3415 0.209
H -2.4150 -0.6587 -1.3044 0.207
```



Here is 2 unconnected molecules or ions with the total composition C5H14 in a non-equilibrium geometry from the OMol25 dataset. Energies are from wB97M-V/def2-TZVPD.

E_tot   -198.88368 Ha
LUMO level   1.14 eV
HOMO   -11.25 eV
Frontier orbital gap   12.39 eV

```
19
Properties=species:S:1:pos:R:3:nbo_charge:R:1
C -0.9053 0.1647 1.5212 -0.608
C -1.5689 0.9714 0.4207 -0.395
C -0.9746 2.3770 0.2537 -0.604
H 0.1862 0.1463 1.4298 0.199
H -1.2772 -0.8521 1.5292 0.211
H -1.1285 0.6484 2.4792 0.203
H -1.6487 0.4801 -0.5596 0.194
H -2.6316 1.0717 0.6446 0.192
H 0.1087 2.3010 0.2463 0.198
H -1.3176 2.8113 -0.6769 0.209
H -1.2735 2.9743 1.1142 0.201
C 2.3109 -1.7307 -0.7395 -0.608
C 0.9427 -1.6913 -1.3922 -0.608
H 2.8537 -2.6664 -0.8510 0.206
H 2.9411 -0.9079 -1.0880 0.201
H 2.2501 -1.5144 0.3262 0.200
H 0.9712 -2.0447 -2.4285 0.204
H 0.2526 -2.3034 -0.8049 0.202
H 0.5040 -0.6967 -1.4019 0.204
```



Here is 2 unconnected molecules or ions with the total composition C5H14 in a non-equilibrium geometry from the OMol25 dataset. Energies are from wB97M-V/def2-TZVPD.

E_tot   -198.86009 Ha
LUMO level   1.13 eV
HOMO   -10.70 eV
Frontier orbital gap   11.83 eV

```
19
Properties=species:S:1:pos:R:3:nbo_charge:R:1
C 0.2749 -2.2471 0.8333 -0.610
C 1.1212 -1.2661 0.0122 -0.409
C 1.7208 -0.0442 0.7441 -0.621
H -0.4962 -1.6215 1.2959 0.200
H 0.8657 -2.6868 1.6291 0.208
H -0.1493 -2.9188 0.0909 0.215
H 2.0078 -1.7779 -0.4038 0.191
H 0.7568 -1.0789 -1.0038 0.204
H 1.1913 0.2345 1.6611 0.201
H 2.6728 -0.4290 1.1340 0.206
H 1.8389 0.8677 0.1800 0.215
C -2.0565 1.9982 -1.2329 -0.617
C -0.9643 1.4033 -0.3563 -0.620
H -1.8495 3.0347 -1.5187 0.202
H -2.1409 1.5082 -2.2046 0.206
H -2.9990 2.0619 -0.6874 0.208
H -1.1449 1.4614 0.7257 0.204
H 0.0022 1.8946 -0.4272 0.206
H -0.9148 0.3271 -0.5051 0.210
```



Here is 2 unconnected molecules or ions with the total composition C5H14 in a non-equilibrium geometry from the OMol25 dataset. Energies are from wB97M-V/def2-TZVPD.

E_tot   -198.43438 Ha
LUMO level (alpha / beta)   -3.32 / -11.02 eV
HOMO (alpha / beta)   -14.35 / -14.32 eV
Charge   +1
Frontier orbital gap (alpha / beta)   11.02 / 3.30 eV
Multiplicity   2

```
19
Properties=species:S:1:pos:R:3:mulliken_spin:R:1
C 1.5449 1.1877 -1.4131 0.201
C 1.4889 1.3638 0.1186 0.037
C 0.2261 1.4941 -2.1792 0.062
H 2.4785 1.4912 -2.0471 0.158
H 1.7420 0.1101 -1.6952 0.246
H 1.7329 2.3350 0.4116 0.071
H 0.1671 0.9324 -3.1745 0.035
H -0.6248 1.3905 -1.5142 0.021
H 1.9879 0.6391 0.7369 0.006
H 0.3975 1.3104 0.5330 0.023
H 0.1650 2.5767 -2.4258 0.125
C -0.9743 -1.3336 1.9668 0.008
C -1.9095 -2.3814 1.2003 0.004
H -1.6967 -0.5997 2.4330 0.000
H -0.3341 -1.8151 2.7553 0.000
H -0.3706 -0.7847 1.1303 0.003
H -1.4068 -3.3000 1.4500 0.001
H -1.7154 -2.1645 0.0951 0.001
H -2.8986 -2.4521 1.6181 0.000
```



Here is 2 unconnected molecules or ions with the total composition C5H14 from the OMol25 dataset. Energies are from wB97M-V/def2-TZVPD.

E_tot   -198.47742 Ha
LUMO level (alpha / beta)   -3.31 / -10.29 eV
HOMO (alpha / beta)   -15.13 / -15.12 eV
Charge   +1
Frontier orbital gap (alpha / beta)   11.81 / 4.83 eV
Multiplicity   2

```
19
Properties=species:S:1:pos:R:3:mulliken_spin:R:1
C 0.4726 -0.6946 2.1708 0.188
C -0.7816 -0.2190 1.6207 0.087
C 1.7355 -0.3722 1.3386 0.183
H 0.5843 -1.8340 1.9947 0.251
H 0.4961 -0.6490 3.2625 0.004
H -1.5191 -1.0047 1.2937 0.130
H -1.3631 0.3609 2.3376 0.015
H 1.5586 -0.5247 0.2805 0.007
H -0.7243 0.2049 0.5982 0.047
H 2.6413 -0.8627 1.6835 -0.007
H 1.8345 0.7098 1.5250 0.090
C 0.1185 0.4423 -2.4001 0.001
C -1.3690 0.7463 -2.1218 0.004
H 0.4274 0.8280 -3.3640 0.000
H 0.7649 0.9583 -1.6859 0.000
H 0.3193 -0.6262 -2.4209 0.000
H -2.0444 -0.0619 -2.4006 0.000
H -1.6689 1.6395 -2.6580 0.000
H -1.4827 0.9589 -1.0545 -0.001
```



Here is 2 unconnected molecules or ions with the total composition C5H14 in a non-equilibrium geometry from the OMol25 dataset. Energies are from wB97M-V/def2-TZVPD.

E_tot   -198.47524 Ha
LUMO level (alpha / beta)   -3.25 / -10.42 eV
HOMO (alpha / beta)   -15.28 / -15.26 eV
Charge   +1
Frontier orbital gap (alpha / beta)   12.03 / 4.85 eV
Multiplicity   2

```
19
Properties=species:S:1:pos:R:3:mulliken_spin:R:1
C -1.0391 -1.1578 -1.4055 0.006
C -0.9493 -0.0016 -2.4118 0.002
H -1.5283 -0.8443 -0.5068 0.000
H -1.5073 -2.0234 -1.8712 0.000
H -0.0713 -1.5574 -1.1414 0.002
H -1.8408 0.6473 -2.3808 0.002
H -0.1275 0.6670 -2.2197 -0.002
H -0.9327 -0.3325 -3.4643 0.002
C 0.2999 0.4250 1.6547 0.144
C 0.7420 1.6089 0.8355 0.138
C 0.9946 -0.8284 1.4451 0.106
H -0.8083 0.2159 1.5999 0.126
H 0.2753 0.8320 2.7223 0.213
H 1.7515 1.5070 0.4467 0.004
H -0.0011 1.5537 0.0379 0.092
H 0.3358 -1.6855 1.3700 0.001
H 0.6741 2.5631 1.3736 -0.002
H 1.6809 -0.9381 2.3499 0.134
H 1.7889 -0.8303 0.6795 0.032
```



Here is a molecular structure, C5H14AuClFeO in a non-equilibrium geometry from the OMol25 dataset. Energies are from wB97M-V/def2-TZVPD.

E_tot   -2133.40887 Ha
LUMO level (alpha / beta)   2.34 / 1.28 eV
HOMO (alpha / beta)   -4.54 / -5.15 eV
Charge   -1
Frontier orbital gap (alpha / beta)   6.88 / 6.43 eV
Multiplicity   8

```
23
Properties=species:S:1:pos:R:3:mulliken_spin:R:1
Au -1.4667 -0.6547 1.3159 0.243
Cl -3.1023 -2.8955 -0.0638 0.028
C 0.4670 -1.8276 1.7660 0.503
H 1.0281 -1.4932 2.6977 0.004
H 1.0935 -1.9107 0.8609 -0.008
H -0.1985 -2.6566 1.9382 -0.009
Fe 0.3649 0.3323 -1.6710 4.249
C -0.8610 1.3632 -2.7191 0.113
C 1.3067 -1.0643 -2.6409 0.204
C 1.8731 1.5141 -1.7085 1.139
H 2.3546 -1.1070 -2.3978 0.010
H 0.8153 -1.9913 -2.4032 0.045
H 1.1826 -0.8549 -3.7006 0.013
H -0.7650 2.4292 -2.5616 0.026
H -0.7221 1.1635 -3.7776 0.016
H -1.8713 1.0617 -2.4542 0.047
H 2.5877 1.0197 -1.0418 0.049
H 1.5186 2.3717 -1.1082 0.051
C -1.1311 1.1161 3.9248 0.005
O -1.3172 -0.1449 3.3463 0.257
H -1.1875 0.8199 4.9708 0.022
H -1.8987 1.8385 3.6740 -0.004
H -0.0708 1.5708 3.7537 -0.001
```